The following is a DFT calculation (ωB97M-V/def2-TZVPD) of one molecule with the formula C5H6N4O2 at a distorted geometry.

XYZ file:
```
17
Properties=species:S:1:pos:R:3:forces:R:3
C 2.325379 0.263396 0.034573 4.076 -0.962 0.224
N 0.981610 0.188981 -0.340109 0.308 1.455 -0.093
C 0.305266 1.409858 -0.299924 -2.843 -3.643 -1.079
O 0.766708 2.462465 -0.114224 0.963 2.875 0.660
N -1.033788 1.048829 -0.651366 -2.464 0.710 1.802
N -1.080338 -0.374512 -0.754014 1.430 1.122 -0.523
C 0.175033 -0.892556 -0.471553 -1.405 -0.873 -0.609
O 0.414531 -2.072152 -0.458354 0.595 -0.176 0.414
C -2.322952 -0.865024 -0.313039 -1.576 -3.950 0.617
N -3.026535 0.188834 0.285104 -1.216 0.492 1.444
C -2.425965 1.258415 0.287933 4.276 -4.496 -4.001
H 3.118994 0.533578 -0.811877 -2.044 -0.360 1.492
H 2.401412 1.027814 0.840626 0.265 -0.604 -0.621
H 2.678761 -0.740698 0.423201 -0.553 1.142 -0.341
H -2.319927 -1.825368 0.357658 0.928 1.951 -0.332
H -2.971066 -1.361236 -1.042828 0.168 0.803 -0.924
H -2.574481 2.123298 0.716829 -0.907 4.515 1.870
```
Forces are in eV/Å.

Values from the calculation:
DFT total energy (eV): -15335.7560
Kohn-Sham gap (eV): 9.64
M (g/mol): 154.1
Relative energy (zero: lowest compared OMol25 entry of this formula, charge and spin) (kcal/mol): 52.1

---

The following is a DFT calculation (ωB97M-V/def2-TZVPD) of C4H4ErO5 as an isolated structure at a distorted geometry.

XYZ file:
```
14
Properties=species:S:1:pos:R:3:forces:R:3
O 2.275676 -0.280771 -1.681433 -1.079 0.631 1.325
C 1.533966 0.710562 -1.542640 1.581 0.648 -4.585
O 1.429710 1.709499 -2.292134 -0.028 -0.486 0.955
O 0.616597 0.708304 -0.512902 -3.313 -1.008 3.051
C -0.729271 0.203390 -0.719361 2.515 -0.121 -0.597
H -0.961942 0.247575 -1.795446 -0.147 0.474 0.147
C -0.769504 -1.261144 -0.299998 -0.777 -0.068 0.753
H -0.018808 -1.867325 -0.839167 -0.150 0.527 0.107
H -0.596074 -1.390756 0.781154 0.102 -0.011 -0.289
H -1.770796 -1.674244 -0.502765 0.226 0.028 -0.018
C 0.423281 0.361428 2.926198 1.356 -0.715 0.193
O -0.532195 1.022214 2.843751 -0.727 0.366 -0.465
O 1.373040 -0.282133 3.053306 -0.712 0.401 -0.131
Er -2.273680 1.793399 0.581438 1.154 -0.668 -0.446
```
Forces are in eV/Å.

Values from the calculation:
Spin multiplicity: 5
<S²>: 6.02
DFT total energy (eV): -42065.2128
Kohn-Sham gap (alpha / beta) (eV): 6.61 / 4.56
M (g/mol): 299.3
Relative energy (zero: lowest compared OMol25 entry of this formula, charge and spin) (kcal/mol): 21.2

---

The following is a DFT calculation (ωB97M-V/def2-TZVPD) of a 6-piece molecular cluster, CH12O4S overall at a distorted geometry.

XYZ file:
```
18
Properties=species:S:1:pos:R:3:forces:R:3
C -0.098576 -1.336716 1.189276 1.685 -0.290 1.718
S 0.456079 -2.359341 -0.231760 1.790 2.288 0.049
H 0.133124 -1.994660 2.055573 -0.181 0.431 -0.398
H -1.137839 -1.218182 1.183833 -1.496 0.301 -0.223
H 0.413434 -0.350648 1.423583 -0.494 -1.167 -1.158
H 1.706027 -1.710663 -0.071859 -1.158 -1.025 -0.767
H 1.403728 3.469724 0.655218 -0.638 -0.601 -0.017
H 1.201128 1.792251 -0.129375 -0.386 1.541 0.403
O 0.776995 2.725661 0.724529 0.861 -1.160 -1.219
H -1.524714 0.543298 -0.490246 0.337 -1.443 -0.933
H -1.285508 -1.024654 -1.349186 -0.935 2.285 1.159
O -1.444141 -0.022736 -1.363701 1.089 -1.359 -0.846
H -2.274445 2.044345 1.437784 -0.414 1.028 0.647
H -0.849512 2.077057 0.640418 0.317 1.121 0.851
O -1.678369 1.608000 0.865655 0.595 -2.103 -1.707
H 1.828760 0.903830 -1.733414 0.925 1.030 -1.801
H 0.257991 -0.558302 -1.978149 -0.544 1.247 2.620
O 1.523265 0.913619 -0.860443 -1.352 -2.125 1.620
```
Forces are in eV/Å.

Values from the calculation:
DFT total energy (eV): -20250.6817
Kohn-Sham gap (eV): 6.21
M (g/mol): 120.2
Relative energy (zero: lowest compared OMol25 entry of this formula, charge and spin) (kcal/mol): 153.0

---

The following is a DFT calculation (ωB97M-V/def2-TZVPD) of C29H40BaN5O6PS2 as an isolated structure at a distorted geometry.

XYZ file:
```
84
Properties=species:S:1:pos:R:3:forces:R:3
Ba 1.648395 0.436309 0.574908 -1.315 2.717 -1.296
O 3.870828 1.803135 1.878030 -0.170 -0.608 0.105
C 4.923172 0.915062 2.288708 0.184 -0.207 0.031
C 4.970641 -0.423919 1.533465 -0.119 0.050 -0.105
N 3.683482 -1.101706 1.414402 -0.974 -0.608 0.399
C 3.624638 -2.215402 0.414494 -0.288 0.089 0.402
C 2.209138 -2.301096 -0.272006 0.656 0.570 0.027
O 1.392846 -3.155974 0.017329 0.355 -0.445 -0.026
O 1.989417 -1.295523 -1.063731 0.436 -1.163 -0.249
C 3.041823 -1.483643 2.735622 0.178 0.705 0.053
C 2.112163 -0.323056 3.314279 0.273 -0.267 -0.568
O 2.569184 0.498963 4.111677 0.287 -0.125 0.141
O 0.976258 -0.237055 2.743965 0.026 -0.677 1.020
H 3.271523 1.810932 2.644544 0.046 0.172 0.076
H 4.824149 0.721023 3.355760 -0.024 0.065 0.002
H 5.869025 1.430993 2.113207 0.041 -0.081 0.026
H 5.695246 -1.071988 2.050308 0.128 0.127 -0.025
H 5.340966 -0.243194 0.521673 -0.027 -0.068 -0.019
H 3.869154 -3.168495 0.891022 0.019 -0.043 -0.084
H 4.328803 -1.999584 -0.387807 0.116 -0.001 0.095
H 3.809171 -1.707093 3.483046 0.066 -0.112 -0.101
H 2.409720 -2.352710 2.564485 0.044 -0.048 -0.015
C -3.702890 -2.707735 1.829869 -0.122 0.042 0.034
C -2.405004 -3.472483 1.629360 0.080 -0.012 0.003
C -1.247483 -2.574583 1.213124 -0.059 0.077 0.034
N -1.393289 -2.095913 -0.160489 0.118 0.122 -0.174
C -1.647633 -0.845138 -0.535075 -0.012 -0.377 0.393
S -1.914269 0.403738 0.537757 0.136 0.355 0.033
N -1.654487 -0.576984 -1.897061 -0.042 0.090 0.001
C -1.999741 -1.358669 -2.969171 0.040 -0.119 -0.428
O -1.736626 -0.996781 -4.102681 0.045 -0.023 0.183
C -2.760834 -2.619532 -2.718760 -0.059 -0.003 -0.027
C -3.858862 -2.630758 -1.864368 0.014 -0.039 -0.062
C -4.583938 -3.798477 -1.693384 0.001 0.057 0.018
C -4.202305 -4.953373 -2.361985 -0.073 -0.071 0.038
C -3.111693 -4.939571 -3.217208 0.056 -0.061 -0.053
C -2.394824 -3.769070 -3.408128 -0.013 0.051 0.030
H -4.516718 -3.374103 2.120029 -0.002 -0.015 -0.010
H -4.002497 -2.191085 0.917853 0.008 0.006 -0.020
H -3.595961 -1.946385 2.603647 0.033 -0.014 0.019
H -2.539356 -4.257633 0.877604 0.004 -0.002 0.007
H -2.120153 -3.977852 2.555801 -0.002 0.015 0.003
H -0.291520 -3.095753 1.245046 -0.208 -0.056 0.064
H -1.172301 -1.698320 1.855602 -0.034 -0.025 0.056
H -1.095326 -2.746040 -0.872892 0.073 0.011 -0.004
H -1.338512 0.362397 -2.136759 0.000 0.049 0.025
H -4.143451 -1.724811 -1.342507 -0.010 -0.006 -0.007
H -5.441966 -3.809488 -1.034125 -0.002 0.004 0.003
H -4.762463 -5.868537 -2.218237 0.000 0.006 -0.003
H -2.823597 -5.841286 -3.741875 0.005 0.005 0.007
H -1.552403 -3.734576 -4.086755 -0.003 0.015 -0.008
C 1.385112 4.947479 0.764436 0.051 0.114 -0.007
P 0.162258 3.606364 1.045911 0.094 -0.030 -0.115
C -1.160853 4.136252 -0.092547 -0.111 0.047 -0.188
C -0.487692 4.062410 2.688334 0.162 -0.216 0.008
C 0.069418 3.402684 3.782158 -0.005 -0.046 0.078
C -0.338689 3.705705 5.072174 0.028 -0.019 0.074
C -1.320428 4.660838 5.282993 -0.049 0.051 -0.023
C -1.893048 5.310681 4.197322 -0.013 0.005 0.064
C -1.478306 5.012405 2.909142 -0.068 0.126 -0.036
H 0.951406 5.937190 0.921357 -0.013 -0.015 0.018
H 1.759527 4.886006 -0.259467 -0.014 -0.042 -0.002
H 2.231062 4.818870 1.440558 -0.008 0.011 0.011
H -1.392518 5.199533 -0.003993 0.010 -0.013 0.040
H -2.062641 3.547406 0.075590 0.027 -0.015 0.035
H -0.837304 3.947624 -1.118149 0.031 -0.034 0.028
H 0.810067 2.621454 3.640295 -0.025 -0.007 -0.035
H 0.104018 3.180588 5.908928 -0.004 0.000 -0.005
H -1.648728 4.894342 6.287803 0.006 -0.008 0.003
H -2.667167 6.051799 4.352016 0.000 -0.006 0.016
H -1.940900 5.531545 2.078784 0.024 -0.026 -0.012
C 0.080440 1.987598 -5.660743 -0.027 0.069 -0.002
N 0.758532 0.858007 -5.066731 -0.023 -0.017 -0.030
C 1.166561 -0.275478 -5.737252 0.113 -0.321 0.055
C 1.646639 -1.134866 -4.808288 -0.055 0.019 -0.368
N 1.520080 -0.517613 -3.591049 -0.133 0.338 -0.150
C 0.966803 0.701004 -3.746767 0.081 -0.169 0.333
S 0.590869 1.801489 -2.510775 0.014 0.209 0.178
H 0.303581 2.001135 -6.724821 -0.024 0.026 -0.001
H 0.434618 2.903537 -5.193857 -0.014 0.005 -0.007
H -0.994746 1.900216 -5.505992 0.000 0.009 -0.005
H 1.061943 -0.365559 -6.803005 0.029 -0.035 0.007
H 2.058849 -2.121743 -4.911573 -0.002 0.002 -0.027
H 1.741582 -0.896055 -2.664394 0.007 -0.138 0.018
```
Forces are in eV/Å.

Values from the calculation:
DFT total energy (eV): -82116.1820
Kohn-Sham gap (eV): 8.04
M (g/mol): 787.1
Relative energy (zero: lowest compared OMol25 entry of this formula, charge and spin) (kcal/mol): 21.3

---

The following is a DFT calculation (ωB97M-V/def2-TZVPD) of one molecule with the formula C4H4ClF at a distorted geometry.

XYZ file:
```
10
Properties=species:S:1:pos:R:3:forces:R:3
C 0.662688 -1.696081 0.026675 -0.403 -1.544 0.072
C 0.561924 -0.394475 -0.072526 -0.436 -0.107 0.274
F 1.690527 0.343331 -0.082413 -0.107 0.138 -0.514
C -0.691212 0.414235 -0.060938 0.662 1.028 0.568
C -0.522389 1.745571 0.044371 0.035 -0.454 -0.682
Cl -2.249163 -0.444063 -0.065128 1.235 0.754 0.092
H 1.517240 -2.338981 -0.080306 0.808 0.670 0.156
H -0.180213 -2.317274 0.258922 -0.755 0.269 -0.347
H -1.264685 2.512563 0.127834 -0.765 -0.205 -0.005
H 0.475281 2.175173 -0.096495 -0.275 -0.549 0.387
```
Forces are in eV/Å.

Values from the calculation:
DFT total energy (eV): -19451.1637
Kohn-Sham gap (eV): 9.86
M (g/mol): 106.5
Relative energy (zero: lowest compared OMol25 entry of this formula, charge and spin) (kcal/mol): 6.8